Below is the ion C5H11N with charge +1 in a non-equilibrium geometry, with properties calculated with ωB97M-V with the def2-TZVPD basis set.

```
17
Properties=species:S:1:pos:R:3:forces:R:3:nbo_charge:R:1
C -0.598195 1.079861 -2.222125 2.229 -1.204 -1.927 -0.4702
N 0.196843 0.300731 -1.237375 -1.857 5.407 4.050 -0.1110
C -0.812013 -0.097370 -0.122634 -0.105 1.089 -0.396 -0.2895
C -0.494565 0.043715 1.360869 3.799 -4.164 0.247 -0.4778
C 1.070857 -0.408862 1.645572 -1.525 -2.903 -0.128 -0.2205
C 1.480740 -1.675410 1.297545 0.190 2.369 -1.714 -0.3631
H 0.011205 1.206376 -3.136917 -0.380 -0.076 0.312 0.2575
H -1.512448 0.600895 -2.434199 -0.947 -0.803 -0.356 0.2353
H -0.841850 2.065911 -1.880849 0.278 0.682 0.814 0.2666
H 0.936943 1.058933 -0.805175 -1.114 -3.109 -1.323 0.4378
H -1.594054 0.688246 -0.093101 0.155 0.167 -1.314 0.2894
H -1.369135 -0.938694 -0.543537 0.409 -0.397 0.592 0.2644
H -0.574075 0.977100 1.870876 -0.756 0.831 -0.350 0.2504
H -1.053691 -0.803371 1.867933 0.359 1.477 -0.322 0.2779
H 1.625818 0.093673 2.420112 -0.204 0.365 0.227 0.2234
H 1.088365 -2.129943 0.318077 0.203 0.095 1.983 0.1938
H 2.439255 -2.061789 1.694929 -0.732 0.176 -0.393 0.2356
```
Forces are in eV/Å.

Computed properties:
strongest force on any atom = 0.136 hartree/bohr
net charge = +1
HOMO energy (spin up / spin down) = -0.4995 / -0.4986 hartree
spin multiplicity = 2
gap between HOMO and LUMO (spin up / spin down) = 10.10 / 4.92 eV

***

Below is the ion C5H11N with charge +1 in a non-equilibrium geometry, with properties calculated with ωB97M-V with the def2-TZVPD basis set.

```
17
Properties=species:S:1:pos:R:3:forces:R:3:nbo_charge:R:1
C 1.132840 -0.699013 1.878090 -1.291 -1.173 -0.894 -0.6110
C 1.644310 -0.142169 0.567160 -0.202 -0.103 0.104 -0.3980
C 0.633088 -0.401354 -0.603403 2.122 1.477 -1.195 -0.4547
C -0.772303 0.075122 -0.310236 1.037 2.227 3.139 -0.3123
C -2.395158 1.175563 -1.850712 4.061 -0.580 1.619 0.0044
N -1.194325 1.115755 -1.331100 -6.099 -3.186 0.070 0.0928
H 0.584224 -1.643734 1.651996 0.799 0.139 0.750 0.1979
H 1.781748 -0.718972 2.733035 0.819 -0.570 -0.060 0.2490
H 0.371726 -0.052295 2.242386 -0.986 0.775 0.281 0.1902
H 1.922517 0.877144 0.834134 -0.369 0.509 -0.970 0.2171
H 2.561370 -0.584895 0.242086 0.647 -0.535 -0.031 0.2279
H 1.010172 0.108899 -1.549600 -0.409 0.062 1.268 0.2400
H 0.757605 -1.398703 -1.005877 -0.650 -0.704 0.727 0.2505
H -0.722982 0.746132 0.683410 -0.047 -1.454 -2.118 0.2618
H -1.501329 -0.765598 0.012192 0.305 1.480 -1.636 0.3112
H -2.603260 1.815550 -2.638728 -0.292 1.538 -1.468 0.2537
H -3.210243 0.492569 -1.554832 0.555 0.097 0.413 0.2794
```
Forces are in eV/Å.

Computed properties:
strongest force on any atom = 0.134 hartree/bohr
net charge = +1
HOMO energy (spin up / spin down) = -0.5497 / -0.5495 hartree
spin multiplicity = 2
gap between HOMO and LUMO (spin up / spin down) = 9.38 / 5.67 eV

***

Below is the ion C5H11N2 with charge +1 in a non-equilibrium geometry, with properties calculated with ωB97M-V with the def2-TZVPD basis set.

```
18
Properties=species:S:1:pos:R:3:forces:R:3:nbo_charge:R:1
C 1.709917 0.456303 1.162940 2.028 0.259 -0.127 -0.3549
C 0.773650 1.369594 0.988599 -0.898 -2.631 -0.142 -0.2230
C -0.619193 1.051567 0.546174 1.582 -0.534 -0.702 0.0935
C -1.442579 2.035441 0.319792 -2.022 1.275 -0.131 -0.3354
N -0.956293 -0.389529 0.198441 0.192 1.348 1.198 -0.5851
C -0.299142 -0.933908 -1.083216 0.667 0.708 -1.960 -0.0637
N 0.535333 -2.032697 -0.825947 1.468 5.470 0.069 -0.8381
H 2.812830 0.482607 1.433077 -1.780 0.803 -0.022 0.2544
H 1.465873 -0.495679 0.818261 -0.247 -1.808 -0.233 0.1590
H 0.862732 2.348779 1.255065 0.469 2.610 0.572 0.2299
H -2.500554 1.957096 0.059887 0.331 -0.402 -0.201 0.2258
H -1.156906 3.081427 0.459972 0.228 -0.511 0.162 0.2470
H -2.016880 -0.480133 0.168565 1.789 -0.321 0.573 0.4628
H -0.394624 -0.909211 0.919086 -1.567 -0.160 -0.203 0.4658
H 0.380752 -0.099764 -1.471272 -1.433 -0.988 0.374 0.2375
H -1.124706 -1.178382 -1.795369 0.532 0.510 0.596 0.2209
H 1.494347 -1.824757 -1.032547 0.117 -0.920 0.091 0.4113
H 0.177071 -2.878805 -0.743942 -1.455 -4.710 0.086 0.3924
```
Forces are in eV/Å.

Computed properties:
structure (SMILES) = C=CC(=C)[NH2+]CN
strongest force on any atom = 0.110 hartree/bohr
net charge = +1
HOMO energy = -0.5064 hartree
spin multiplicity = 1
gap between HOMO and LUMO = 10.40 eV

***

Below is the ion C5H11N2 with charge +1 in a non-equilibrium geometry, with properties calculated with ωB97M-V with the def2-TZVPD basis set.

```
18
Properties=species:S:1:pos:R:3:forces:R:3:nbo_charge:R:1
C -0.105769 -0.625338 3.074154 0.139 0.059 -1.378 -0.3111
C -0.418370 0.342222 2.227376 1.234 -1.457 -0.423 -0.0765
N 0.142420 0.200782 0.898494 1.918 -0.254 1.048 -0.4329
C 0.547470 1.317368 0.055990 -2.706 1.563 1.093 -0.2451
C -0.391703 0.272129 -0.367339 -0.201 -0.261 0.161 0.0642
N 0.200109 -0.730109 -1.256184 1.789 -3.580 0.733 -0.5188
C -0.059962 -0.517164 -2.703563 1.468 2.395 -0.373 -0.4420
H -0.366726 -0.429364 4.055630 -0.567 -0.209 1.966 0.2113
H 0.421337 -1.535667 2.808209 -0.026 0.235 0.012 0.2114
H -0.879495 1.211470 2.652149 -0.310 0.795 -0.747 0.2151
H 1.472175 1.475759 -0.439263 1.115 -0.272 0.127 0.2193
H 0.002112 2.219621 0.392240 0.707 -0.102 -0.664 0.2259
H -1.416527 0.385500 -0.481960 -1.794 0.431 -0.625 0.2248
H 1.237709 -0.712668 -0.943196 -1.760 -0.178 -1.062 0.4562
H -0.086492 -1.750179 -1.076906 0.247 1.823 0.468 0.4467
H -1.151959 -0.697419 -2.854465 1.189 -0.298 -0.386 0.2499
H 0.083140 0.630590 -2.691782 -0.171 -1.727 -1.182 0.2307
H 0.770530 -1.057533 -3.349582 -2.271 1.039 1.232 0.2708
```
Forces are in eV/Å.

Computed properties:
structure (SMILES) = C=CN1C[C@H]1[NH2+]C
strongest force on any atom = 0.079 hartree/bohr
net charge = +1
HOMO energy = -0.4925 hartree
spin multiplicity = 1
gap between HOMO and LUMO = 10.10 eV